# C42H39AsN3O3PS4SbTi

A molecular structure, C42H39AsN3O3PS4SbTi in a non-equilibrium geometry (ωB97M-V with the def2-TZVPD basis set, the OMol25 dataset).

Positions of all 95 atoms, in Å:
Ti 2.023 -0.256 -0.419
C -3.759 4.353 1.873
C -3.247 4.098 0.606
C -2.315 3.090 0.429
C -1.861 2.334 1.513
C -2.407 2.573 2.770
C -3.344 3.584 2.949
P -0.543 1.100 1.121
C -0.206 0.532 2.838
C -0.731 -0.693 3.236
C -0.535 -1.161 4.527
C 0.191 -0.409 5.434
C 0.740 0.803 5.039
C 0.546 1.271 3.749
C 0.801 2.319 0.786
C 0.766 3.610 1.324
C 1.717 4.543 0.955
C 2.682 4.188 0.024
C 2.732 2.894 -0.473
C 1.810 1.898 -0.114
H -4.477 5.151 2.022
H -3.570 4.692 -0.241
H -1.911 2.892 -0.560
H -2.081 1.982 3.616
H -3.739 3.778 3.939
H -1.277 -1.296 2.521
H -0.927 -2.128 4.814
H 0.350 -0.773 6.441
H 1.337 1.380 5.736
H 0.992 2.208 3.445
H -0.007 3.899 2.028
H 1.698 5.541 1.382
H 3.400 4.927 -0.315
H 3.512 2.665 -1.189
S 6.872 -1.812 -0.788
Sb 4.801 -1.776 -1.787
S 3.013 -2.564 -0.455
S 3.913 0.421 -1.971
S 4.720 -2.865 -3.811
N 5.246 0.441 1.155
C 5.316 -0.183 2.457
C 3.976 -0.097 3.204
C 2.802 -0.760 2.461
O 2.256 -1.731 2.946
O 2.417 -0.185 1.351
H 6.134 0.361 0.672
H 4.990 1.421 1.216
H 6.094 0.259 3.106
H 5.580 -1.230 2.291
H 3.710 0.956 3.351
H 4.066 -0.587 4.172
N 1.093 -1.297 -2.847
C 0.680 -1.339 -4.159
C 0.173 -0.273 -4.789
C 0.058 0.758 -2.555
N 1.176 -0.067 -2.163
H 1.817 -1.956 -2.560
H 0.756 -2.316 -4.617
H -0.194 -0.350 -5.804
H 0.164 1.710 -2.025
O 0.463 -1.439 0.030
As -0.843 -1.447 -0.994
C -2.441 -1.693 0.132
C -3.293 -0.669 0.533
C -4.337 -0.925 1.409
C -4.542 -2.209 1.892
C -3.696 -3.237 1.502
C -2.649 -2.976 0.632
C -1.203 0.040 -2.141
C -2.487 0.213 -2.588
C -2.971 1.125 -3.530
C -2.220 1.987 -4.368
C -0.886 2.003 -4.602
C 0.148 1.059 -4.082
C -0.910 -3.162 -1.919
C -1.862 -3.362 -2.915
C -1.889 -4.558 -3.614
C -0.960 -5.550 -3.329
C -0.002 -5.342 -2.346
C 0.026 -4.149 -1.639
H -3.143 0.333 0.153
H -4.990 -0.116 1.713
H -5.358 -2.407 2.576
H -3.855 -4.242 1.873
H -1.974 -3.771 0.335
H -3.233 -0.426 -2.118
H -4.049 1.193 -3.623
H -2.815 2.721 -4.907
H -0.506 2.776 -5.262
H 1.125 1.537 -4.211
H -2.558 -2.564 -3.146
H -2.626 -4.712 -4.393
H -0.979 -6.483 -3.878
H 0.739 -6.104 -2.142
H 0.789 -3.969 -0.890

Computed properties:
* multiplicity: 2
* net charge: -2
* HOMO energy (spin up / spin down): -1.43 / -1.41 eV
* ⟨S²⟩: 0.80
* ΔE to the lowest compared entry with this formula, charge and spin: 106.98 kcal/mol
* HOMO-LUMO gap (spin up / spin down): 5.15 / 4.12 eV
* largest force on an atom: 0.0500 hartree/bohr

Atom charges from the Mulliken analysis, given in e for atoms 1 to 8:
1 Ti -0.668
2 C -0.677
3 C -0.677
4 C 0.083
5 C 0.453
6 C -0.803
7 C -0.817
8 P 2.023

***

# C42H39BF6N2O

2 unconnected molecules or ions with the total composition C42H39BF6N2O in a non-equilibrium geometry (ωB97M-V with the def2-TZVPD basis set, the OMol25 dataset).

Positions of all 91 atoms, in Å:
F 1.982 3.224 -1.272
C 2.064 4.132 -0.237
C 2.173 5.471 -0.608
C 1.882 6.438 0.360
C 1.544 6.042 1.654
C 1.526 4.689 1.965
F 1.011 4.287 3.170
C 1.933 3.681 1.092
B 2.241 2.167 1.627
C 3.258 1.379 0.646
C 3.188 0.006 0.413
F 2.095 -0.728 0.860
C 4.124 -0.718 -0.333
C 5.160 -0.017 -0.964
C 5.265 1.362 -0.789
C 4.329 2.008 0.011
F 4.539 3.356 0.175
C 2.947 2.002 3.112
C 2.832 0.792 3.801
F 1.850 -0.090 3.406
C 3.570 0.426 4.929
C 4.485 1.340 5.459
C 4.619 2.591 4.856
C 3.852 2.888 3.722
F 3.982 4.164 3.236
H 1.127 1.566 1.591
H 2.407 5.754 -1.630
H 1.865 7.493 0.105
H 1.235 6.747 2.428
H 4.003 -1.800 -0.427
H 5.888 -0.534 -1.591
H 6.054 1.969 -1.217
H 3.400 -0.556 5.370
H 5.074 1.086 6.347
H 5.314 3.339 5.241
C -2.787 -3.483 -3.967
N -2.377 -3.430 -2.575
C -1.799 -4.540 -2.013
O -1.788 -5.656 -2.523
C -1.153 -4.094 -0.713
C 0.362 -4.199 -0.875
C 0.845 -3.372 -2.046
C 1.175 -3.962 -3.278
C 1.586 -3.159 -4.340
C 1.667 -1.771 -4.204
C 1.329 -1.186 -2.975
C 1.034 -2.004 -1.893
N -1.672 -2.721 -0.547
C -1.251 -1.846 0.414
C -1.246 -0.458 0.246
C -1.063 0.530 1.255
C -2.006 1.615 1.446
C -2.032 2.421 2.628
C -2.996 3.402 2.825
C -3.997 3.614 1.869
C -3.991 2.857 0.699
C -2.982 1.928 0.456
C -2.668 -2.379 -1.600
C -4.192 -2.336 -1.130
C -4.566 -3.662 -0.450
C -5.098 -2.091 -2.344
C -4.366 -1.166 -0.159
H -1.920 -3.770 -4.581
H -3.572 -4.240 -4.130
H -3.138 -2.502 -4.286
H -1.523 -4.756 0.079
H 0.852 -3.890 0.055
H 0.591 -5.250 -1.085
H 1.072 -5.043 -3.390
H 1.859 -3.630 -5.289
H 1.957 -1.141 -5.044
H 1.309 -0.103 -2.858
H 0.914 -1.570 -0.899
H -0.980 -2.273 1.397
H -1.394 -0.090 -0.774
H -0.333 0.342 2.043
H -1.259 2.272 3.383
H -2.997 4.015 3.724
H -4.741 4.402 2.036
H -4.783 2.997 -0.042
H -2.929 1.461 -0.527
H -2.404 -1.409 -2.051
H -3.844 -3.923 0.341
H -5.557 -3.554 0.031
H -4.655 -4.479 -1.190
H -5.025 -1.047 -2.692
H -4.877 -2.769 -3.179
H -6.147 -2.269 -2.052
H -4.328 -0.204 -0.698
H -5.343 -1.229 0.350
H -3.591 -1.160 0.616

Computed properties:
* HOMO energy: -7.56 eV
* ΔE to the lowest compared entry with this formula, charge and spin: 0.00 kcal/mol
* HOMO-LUMO gap: 4.94 eV
* largest force on an atom: 0.0296 hartree/bohr

Atom charges from the Mulliken analysis, given in e for atoms 1 to 8:
1 F -0.319
2 C 0.061
3 C -0.854
4 C -0.554
5 C -0.720
6 C -0.263
7 F -0.412
8 C 1.240

***

# C42H39FN5O3PtS

A molecular structure, C42H39FN5O3PtS (ωB97M-V with the def2-TZVPD basis set, the OMol25 dataset).

Positions of all 92 atoms, in Å:
Pt 0.818 -0.593 0.297
C 0.419 -1.354 4.832
C 0.451 -0.711 3.583
N 0.500 -1.359 2.443
C 0.515 -2.721 2.451
C 0.539 -3.445 3.656
C 0.476 -2.718 4.867
C 0.643 -4.858 3.619
C 0.737 -5.514 2.423
C 0.676 -4.808 1.212
C 0.515 -3.431 1.193
N 0.433 -2.657 0.062
C 0.015 -3.066 -1.166
C -0.748 -4.207 -1.415
C -1.141 -4.545 -2.713
C -0.776 -3.764 -3.775
C -0.047 -2.567 -3.572
C 0.320 -1.721 -4.641
C 0.986 -0.560 -4.374
C 1.251 -0.229 -3.036
N 0.932 -0.996 -2.018
C 0.311 -2.180 -2.268
H 0.372 -0.764 5.735
H 0.460 0.370 3.522
H 0.481 -3.254 5.807
H 0.675 -5.404 4.552
H 0.865 -6.587 2.401
H 0.790 -5.348 0.284
H -1.088 -4.810 -0.588
H -1.744 -5.428 -2.868
H -1.062 -4.034 -4.782
H 0.067 -2.003 -5.654
H 1.293 0.117 -5.157
H 1.721 0.717 -2.800
C -1.378 3.661 -2.817
C -0.529 2.403 -2.586
C 0.690 2.773 -1.739
C -1.419 1.239 -2.166
C -2.201 0.676 -3.178
C -3.127 -0.319 -2.925
C -3.314 -0.777 -1.631
C -2.549 -0.280 -0.585
C -2.803 -0.735 0.837
C -3.005 -2.243 0.968
C -4.004 0.007 1.427
C -1.593 0.707 -0.883
N -0.668 1.068 0.152
C -0.850 2.235 0.771
C -1.985 3.078 0.560
C -2.079 4.296 1.179
C -1.050 4.752 2.014
C 0.073 3.971 2.248
C 0.147 2.744 1.648
F 1.211 1.976 1.850
H -0.775 4.435 -3.290
H -1.736 4.060 -1.868
H -2.241 3.462 -3.452
H -0.159 2.106 -3.575
H 0.448 3.513 -0.975
H 1.444 3.239 -2.374
H 1.165 1.936 -1.226
H -2.081 1.053 -4.186
H -3.720 -0.720 -3.735
H -4.068 -1.528 -1.432
H -1.926 -0.469 1.433
H -3.951 -2.565 0.532
H -3.028 -2.525 2.021
H -2.211 -2.801 0.478
H -4.900 -0.181 0.833
H -3.845 1.085 1.457
H -4.203 -0.331 2.445
H -2.759 2.729 -0.108
H -2.943 4.921 1.007
H -1.120 5.728 2.473
H 0.899 4.317 2.854
N 3.013 -1.101 0.734
C 3.518 0.247 0.721
C 3.739 0.880 1.939
C 3.883 2.251 1.949
C 3.810 2.983 0.772
C 3.738 2.317 -0.436
C 3.590 0.940 -0.475
S 3.720 4.777 0.852
O 4.889 5.136 1.621
O 2.450 4.955 1.540
O 3.718 5.170 -0.543
H 3.086 -1.488 1.670
H 3.438 -1.764 0.092
H 3.701 0.315 2.863
H 3.981 2.792 2.882
H 3.737 2.919 -1.334
H 3.476 0.407 -1.414

Computed properties:
* multiplicity: 5
* net charge: +1
* HOMO energy (spin up / spin down): -9.95 / -9.95 eV
* ⟨S²⟩: 6.11
* ΔE to the lowest compared entry with this formula, charge and spin: 0.00 kcal/mol
* HOMO-LUMO gap (spin up / spin down): 6.07 / 4.14 eV
* largest force on an atom: 0.0177 hartree/bohr

Atom charges from the Mulliken analysis, given in e for atoms 1 to 8:
1 Pt 4.545
2 C -1.103
3 C -0.432
4 N -0.047
5 C -0.233
6 C 0.993
7 C -0.867
8 C -0.764

***

# C42H39N7OPdS3

A molecular structure, C42H39N7OPdS3 (ωB97M-V with the def2-TZVPD basis set, the OMol25 dataset).

Positions of all 93 atoms, in Å:
Pd 0.395 -1.625 -1.965
N -0.208 -2.965 -0.505
S -0.378 -2.273 0.799
N 0.562 -0.954 1.083
S 0.192 0.544 0.845
N -0.442 1.012 -0.480
S 0.189 1.296 -1.974
N 0.865 0.229 -2.733
C 1.199 2.744 -1.791
C 0.712 3.859 -1.121
C 1.516 4.982 -1.032
C 2.780 4.981 -1.613
C 3.248 3.861 -2.285
C 2.453 2.726 -2.379
C -1.293 1.961 -2.715
C -1.113 2.746 -3.847
C -2.227 3.182 -4.549
C -3.500 2.825 -4.123
C -3.664 2.033 -2.994
C -2.558 1.592 -2.283
C 1.730 1.339 1.192
C 1.759 2.513 1.931
C 2.979 3.145 2.116
C 4.132 2.617 1.554
C 4.079 1.449 0.804
C 2.873 0.797 0.616
C -0.925 1.122 2.084
C -1.977 1.962 1.753
C -2.790 2.433 2.775
C -2.531 2.078 4.091
C -1.467 1.239 4.403
C -0.656 0.749 3.396
C 0.120 -3.322 2.139
C -0.456 -4.588 2.162
C -0.072 -5.477 3.150
C 0.882 -5.104 4.091
C 1.455 -3.843 4.048
C 1.074 -2.935 3.068
C -2.033 -1.779 1.250
C -2.489 -1.875 2.559
C -3.772 -1.440 2.852
C -4.583 -0.925 1.849
C -4.114 -0.839 0.545
C -2.832 -1.266 0.238
H -0.282 3.853 -0.690
H 1.156 5.863 -0.518
H 3.399 5.866 -1.548
H 4.225 3.873 -2.747
H 2.781 1.840 -2.906
H -0.119 3.018 -4.179
H -2.099 3.800 -5.426
H -4.366 3.172 -4.670
H -4.659 1.765 -2.662
H -2.676 0.975 -1.404
H 0.858 2.930 2.363
H 3.025 4.053 2.703
H 5.080 3.117 1.705
H 4.981 1.041 0.366
H 2.817 -0.116 0.043
H -2.155 2.233 0.722
H -3.621 3.085 2.540
H -3.162 2.460 4.883
H -1.271 0.968 5.432
H 0.173 0.090 3.622
H -1.187 -4.873 1.416
H -0.514 -6.464 3.185
H 1.181 -5.805 4.859
H 2.202 -3.560 4.778
H 1.520 -1.952 3.018
H -1.861 -2.281 3.341
H -4.143 -1.516 3.866
H -5.587 -0.598 2.085
H -4.751 -0.446 -0.237
H -2.451 -1.197 -0.772
C 5.077 -2.556 -1.376
C 4.614 -1.693 -2.357
C 3.260 -1.433 -2.441
N 2.370 -1.986 -1.599
C 2.814 -2.844 -0.670
C 4.155 -3.142 -0.523
H 6.131 -2.780 -1.288
H 5.286 -1.228 -3.064
H 2.855 -0.761 -3.182
H 2.065 -3.310 -0.051
H 4.459 -3.839 0.244
N -2.162 -3.504 -2.676
C -2.284 -2.237 -3.077
N -3.295 -1.891 -3.892
O -1.496 -1.326 -2.696
H -2.790 -4.223 -2.989
H -1.497 -3.697 -1.932
H -3.911 -2.575 -4.295
H -3.259 -0.974 -4.306

Computed properties:
* net charge: +2
* HOMO energy: -13.40 eV
* ΔE to the lowest compared entry with this formula, charge and spin: 5.82 kcal/mol
* HOMO-LUMO gap: 8.49 eV
* largest force on an atom: 0.0071 hartree/bohr

Atom charges from the Mulliken analysis, given in e for atoms 1 to 8:
1 Pd 0.004
2 N -1.445
3 S 3.051
4 N -0.060
5 S 1.717
6 N 0.177
7 S 2.661
8 N -1.287

***

# C42H40B2F6N8O2S2W

A molecular structure, C42H40B2F6N8O2S2W (ωB97M-V with the def2-TZVPD basis set, the OMol25 dataset).

Positions of all 103 atoms, in Å:
W -0.288 0.694 -0.475
C 0.166 5.326 4.069
C -1.119 4.869 4.429
C -1.818 3.996 3.622
C -1.194 3.564 2.450
C -1.635 2.669 1.408
N -2.842 2.205 1.338
C -3.226 1.502 0.289
C -4.585 1.228 -0.035
C -5.793 1.589 0.574
C -6.956 1.175 -0.030
C -6.939 0.421 -1.228
C -5.756 0.068 -1.829
C -4.569 0.485 -1.212
C -3.203 0.293 -1.561
N -2.836 -0.533 -2.563
C -1.613 -0.671 -2.886
N -0.526 0.050 -2.399
C 0.579 -0.272 -3.208
N 1.680 0.358 -3.256
C 1.886 1.465 -2.506
N 1.149 1.888 -1.407
C 1.731 3.068 -0.972
N 1.455 3.709 0.146
C 0.399 3.399 0.833
N -0.620 2.530 0.455
C 0.064 4.019 2.092
C 0.765 4.918 2.896
C 2.808 3.415 -1.837
C 3.656 4.530 -1.871
C 4.594 4.585 -2.871
C 4.700 3.552 -3.837
C 3.870 2.461 -3.812
C 2.909 2.397 -2.787
C 0.199 -1.356 -4.122
C 0.920 -2.043 -5.082
C 0.243 -2.998 -5.826
C -1.117 -3.246 -5.619
C -1.834 -2.537 -4.667
C -1.146 -1.593 -3.929
N -2.391 0.950 -0.675
H 0.680 6.017 4.723
H -1.562 5.215 5.355
H -2.810 3.645 3.875
H -5.801 2.170 1.487
H -7.910 1.428 0.416
H -7.879 0.127 -1.678
H -5.727 -0.509 -2.744
H 1.745 5.271 2.601
H 3.555 5.316 -1.133
H 5.264 5.433 -2.935
H 5.451 3.633 -4.612
H 3.940 1.675 -4.553
H 1.973 -1.844 -5.238
H 0.775 -3.562 -6.582
H -1.613 -4.002 -6.215
H -2.887 -2.712 -4.489
F -1.672 -3.249 1.106
B -2.254 -2.549 0.115
F -2.056 -2.976 -1.134
F -3.386 -1.899 0.411
F -1.091 -1.066 0.143
C -2.577 -2.243 4.091
C -1.091 -2.180 4.443
C -0.214 -1.616 3.325
S -0.611 0.099 2.967
O 0.185 0.413 1.704
C 0.292 0.943 4.294
C 1.737 1.310 3.968
C 2.746 0.174 4.117
H -3.150 -2.642 4.929
H -2.741 -2.887 3.227
H -2.982 -1.258 3.850
H -0.724 -3.186 4.651
H -0.948 -1.602 5.360
H -0.399 -2.125 2.379
H 0.847 -1.667 3.562
H 0.215 0.283 5.160
H -0.291 1.842 4.493
H 2.002 2.129 4.640
H 1.787 1.707 2.955
H 2.607 -0.367 5.057
H 3.761 0.573 4.109
H 2.686 -0.536 3.293
F 2.760 0.864 0.685
B 2.387 -0.373 0.281
F 3.260 -1.317 0.654
C 1.531 -4.606 1.095
C 2.352 -4.694 -0.186
S 1.534 -3.739 -1.495
O 1.253 -0.578 -0.395
C 2.975 -3.259 -2.487
C 3.428 -4.321 -3.479
H 2.034 -5.129 1.912
H 0.540 -5.044 0.962
H 1.399 -3.560 1.377
H 2.470 -5.730 -0.502
H 3.341 -4.258 -0.034
H 3.775 -3.003 -1.790
H 2.685 -2.342 -2.999
H 3.754 -5.225 -2.962
H 4.266 -3.957 -4.082
H 2.610 -4.589 -4.148

Computed properties:
* multiplicity: 3
* HOMO energy (spin up / spin down): -6.00 / -6.41 eV
* ⟨S²⟩: 2.20
* HOMO-LUMO gap (spin up / spin down): 4.67 / 4.85 eV
* largest force on an atom: 0.0167 hartree/bohr

Atom charges from the Mulliken analysis, given in e for atoms 1 to 8:
1 W 2.457
2 C -0.707
3 C -0.643
4 C -0.164
5 C 0.292
6 C -0.590
7 N -0.405
8 C -0.238

***

The highest largest force on an atom belongs to which entry?
C42H39AsN3O3PS4SbTi